#one
Computed, not measured: a structure of composition C46H47BCl2N7O6P2STl, with ωB97M-V/def2-TZVPD.

Structure (ORCA input):
```
! RIJCOSX wB97M-V def2-TZVPD def2/J DEFGRID3
* xyz -2 1
Tl 0.049 1.550 -0.180
C -0.654 -0.016 3.733
C -1.751 0.805 3.159
C -2.928 1.139 3.846
C -3.657 1.902 2.966
C -4.992 2.539 3.182
N -2.941 1.997 1.829
N -1.769 1.321 1.931
B -3.301 2.867 0.615
N -2.272 4.014 0.508
N -0.954 3.820 0.253
C -0.354 5.000 0.323
C 1.088 5.212 0.015
C -1.303 5.986 0.642
C -2.504 5.321 0.750
C -3.847 5.894 1.071
N -3.384 2.020 -0.665
N -2.321 1.381 -1.205
C -2.747 0.727 -2.274
C -1.841 -0.048 -3.174
C -4.131 0.938 -2.430
C -4.495 1.763 -1.388
C -5.856 2.288 -1.058
H -0.870 -0.219 4.784
H -0.578 -0.959 3.195
H 0.299 0.502 3.646
H -3.197 0.861 4.853
H -5.366 2.246 4.163
H -4.930 3.628 3.151
H -5.717 2.229 2.428
H -4.382 3.345 0.808
H 1.651 4.284 0.059
H 1.190 5.624 -0.992
H 1.526 5.917 0.723
H -1.130 7.043 0.765
H -3.768 6.980 1.117
H -4.586 5.627 0.315
H -4.216 5.537 2.034
H -0.904 -0.273 -2.672
H -2.319 -0.983 -3.475
H -1.623 0.532 -4.074
H -4.772 0.538 -3.200
H -6.567 1.906 -1.791
H -6.175 1.970 -0.065
H -5.885 3.378 -1.083
O 2.991 0.675 1.890
S 2.523 2.157 1.619
O 3.481 2.974 2.333
O 1.136 2.311 2.087
O 2.560 2.346 0.162
O 0.825 -0.201 1.152
P 2.156 -0.877 1.407
C 1.243 -2.634 1.136
P 0.231 -2.736 -0.346
O -0.407 -1.541 -0.948
C -1.099 -3.940 0.051
C -2.385 -3.561 -0.330
C -3.468 -4.394 -0.082
C -3.277 -5.615 0.551
C -2.002 -5.991 0.952
C -0.921 -5.155 0.709
C 1.306 -3.548 -1.573
C 1.803 -4.845 -1.463
C 2.644 -5.356 -2.439
C 3.007 -4.567 -3.524
C 2.524 -3.272 -3.633
C 1.669 -2.764 -2.664
C 3.474 -1.221 0.177
C 4.109 -2.464 0.178
C 5.182 -2.715 -0.662
C 5.645 -1.717 -1.509
C 5.023 -0.478 -1.510
C 3.941 -0.227 -0.677
C 2.832 -1.487 3.029
C 2.048 -2.048 4.030
C 2.602 -2.440 5.244
C 3.961 -2.298 5.468
C 4.761 -1.755 4.470
C 4.201 -1.343 3.273
H 0.525 -2.671 1.958
H 1.834 -3.553 1.171
H -2.511 -2.600 -0.813
H -4.462 -4.086 -0.383
H -4.119 -6.271 0.738
H -1.851 -6.934 1.464
H 0.063 -5.448 1.055
H 1.534 -5.464 -0.616
H 3.023 -6.368 -2.351
H 3.676 -4.962 -4.280
H 2.820 -2.642 -4.462
H 1.289 -1.750 -2.723
H 3.785 -3.239 0.857
H 5.661 -3.687 -0.648
H 6.486 -1.907 -2.167
H 5.378 0.307 -2.167
H 3.445 0.737 -0.699
H 0.987 -2.176 3.880
H 1.961 -2.856 6.013
H 4.395 -2.596 6.416
H 5.825 -1.638 4.634
H 4.824 -0.884 2.517
Cl -0.888 3.553 -2.623
C 0.065 2.601 -3.727
C -0.062 2.914 -5.064
C 0.692 2.277 -6.040
C 1.628 1.345 -5.600
C 1.757 1.043 -4.267
Cl 3.016 -0.088 -3.836
C 0.927 1.568 -3.193
N 1.066 1.027 -2.007
H -0.768 3.690 -5.336
H 0.575 2.508 -7.091
H 2.287 0.846 -6.301
*
```

As for the HOMO-LUMO gap: 5.4 eV.

---

#two
Computed, not measured: a structure of composition C46H47BCl2N7O6P2STl, with ωB97M-V/def2-TZVPD.

Structure (ORCA input):
```
! RIJCOSX wB97M-V def2-TZVPD def2/J DEFGRID3
* xyz -2 1
Tl 0.675 -0.498 0.465
C 3.295 -2.915 2.164
C 3.544 -2.715 0.706
C 4.723 -2.990 -0.015
C 4.430 -2.666 -1.321
C 5.309 -2.758 -2.527
N 3.153 -2.233 -1.360
N 2.614 -2.254 -0.115
B 2.310 -1.948 -2.614
N 1.237 -3.028 -2.830
N 0.340 -3.272 -1.848
C -0.503 -4.173 -2.315
C -1.629 -4.653 -1.456
C -0.152 -4.530 -3.639
C 0.963 -3.771 -3.926
C 1.760 -3.697 -5.188
N 1.600 -0.539 -2.579
N 0.509 -0.291 -1.794
C -0.207 0.679 -2.366
C -1.519 1.158 -1.855
C 0.452 1.098 -3.529
C 1.577 0.305 -3.627
C 2.632 0.329 -4.684
H 3.984 -2.313 2.761
H 3.441 -3.965 2.432
H 2.285 -2.611 2.427
H 5.661 -3.359 0.369
H 6.324 -3.006 -2.214
H 5.337 -1.814 -3.072
H 4.966 -3.529 -3.221
H 3.048 -1.929 -3.562
H -1.815 -3.919 -0.672
H -1.387 -5.608 -0.982
H -2.540 -4.790 -2.043
H -0.644 -5.230 -4.297
H 1.367 -4.417 -5.907
H 2.815 -3.922 -5.017
H 1.710 -2.704 -5.640
H -1.578 1.112 -0.771
H -2.321 0.525 -2.245
H -1.673 2.189 -2.173
H 0.143 1.889 -4.193
H 2.570 1.272 -5.228
H 2.510 -0.489 -5.398
H 3.625 0.241 -4.245
O -2.587 -1.297 2.675
S -2.115 -1.041 1.318
O -3.180 -1.148 0.321
O -1.457 0.327 1.238
O -0.969 -1.978 0.951
O -1.696 4.828 -1.515
P -1.891 4.964 -0.049
C -0.328 5.166 0.860
P 0.717 3.658 1.087
O 0.303 2.494 0.273
C 0.690 3.406 2.871
C 1.171 4.369 3.761
C 1.057 4.170 5.126
C 0.454 3.009 5.605
C -0.035 2.060 4.723
C 0.075 2.255 3.350
C 2.361 4.284 0.646
C 2.510 4.840 -0.627
C 3.749 5.285 -1.052
C 4.851 5.176 -0.208
C 4.711 4.603 1.044
C 3.469 4.146 1.471
C -2.733 6.546 0.326
C -2.408 7.650 -0.460
C -2.995 8.883 -0.220
C -3.919 9.023 0.808
C -4.257 7.926 1.586
C -3.667 6.691 1.347
C -2.843 3.692 0.769
C -2.804 3.521 2.151
C -3.507 2.483 2.741
C -4.243 1.611 1.955
C -4.300 1.790 0.580
C -3.609 2.832 -0.015
H -0.530 5.598 1.842
H 0.224 5.911 0.284
H 1.647 5.271 3.388
H 1.444 4.910 5.816
H 0.377 2.844 6.674
H -0.496 1.150 5.083
H -0.344 1.526 2.669
H 1.654 4.898 -1.291
H 3.861 5.704 -2.045
H 5.823 5.520 -0.541
H 5.572 4.471 1.688
H 3.382 3.649 2.430
H -1.707 7.526 -1.278
H -2.737 9.734 -0.838
H -4.381 9.985 0.995
H -4.986 8.027 2.381
H -3.939 5.832 1.948
H -2.193 4.167 2.772
H -3.412 2.306 3.804
H -4.697 0.737 2.401
H -4.819 1.064 -0.031
H -3.604 2.950 -1.092
Cl 2.577 -0.156 4.955
C 3.517 0.473 3.616
C 4.774 0.944 3.900
C 5.613 1.403 2.883
C 5.116 1.368 1.588
C 3.840 0.921 1.309
Cl 3.349 1.029 -0.367
C 2.911 0.399 2.292
N 1.712 -0.112 2.207
H 5.105 0.935 4.932
H 6.613 1.758 3.094
H 5.718 1.721 0.759
*
```

As for the HOMO-LUMO gap: 5.3 eV.

---

Ranked by calculated energy, most stable first: #two, #one.